1.
A molecular structure, C41H41Br4CaN7O4S2Si. Source: the OMol25 dataset; level of theory: ωB97M-V/def2-TZVPD.

Values from the calculation:
Lowest unoccupied orbital energy   3.762 eV
Kohn-Sham gap   0.2157 hartree

The geometry in ORCA input format:
```
! wB97M-V def2-TZVPD RIJCOSX def2/J DEFGRID3
* xyz -2 1
Ca 1.23362 -0.75321 -0.49861
C 2.75470 -0.14774 1.43967
Si 2.12977 0.75806 2.84492
C 0.93072 2.14232 2.29971
N -0.23649 1.70089 1.53181
C -1.23554 0.99377 2.36012
C -2.60897 1.66171 2.35709
C -2.48118 3.15308 2.65142
C -1.55526 3.83016 1.61865
C -0.83065 2.78612 0.75901
C 1.22789 -0.38844 4.06386
C 0.81187 0.01844 5.33481
C 0.03978 -0.80432 6.14429
C -0.34128 -2.06252 5.69223
C 0.06594 -2.49188 4.43701
C 0.84854 -1.66441 3.64001
C 3.34893 1.74432 3.96103
C 3.98413 1.17003 5.06601
C 4.92646 1.86242 5.81640
C 5.26544 3.16554 5.47854
C 4.65626 3.76008 4.38181
C 3.71730 3.05538 3.63930
H 3.31655 -1.05064 1.70253
H 3.38315 0.47689 0.78968
H 1.53335 2.76900 1.62986
H 0.65047 2.77845 3.16253
H -0.88389 0.97834 3.39566
H -1.32093 -0.04763 2.03921
H -3.23138 1.16878 3.10935
H -3.10203 1.51178 1.39519
H -2.06933 3.27646 3.65846
H -3.46775 3.62575 2.65903
H -0.81449 4.45121 2.12851
H -2.12093 4.50114 0.96288
H -0.03306 3.26770 0.19533
H -1.51986 2.34534 0.03105
H 1.08650 1.00531 5.69640
H -0.27522 -0.46045 7.12390
H -0.95863 -2.70061 6.31488
H -0.23980 -3.45966 4.05700
H 1.14220 -2.00499 2.65434
H 3.73625 0.15173 5.34738
H 5.39899 1.38174 6.66625
H 6.00059 3.71022 6.06016
H 4.91659 4.77456 4.10027
H 3.26803 3.54259 2.78013
N -0.75820 -5.87420 -4.99276
C -0.76636 -5.27747 -3.72285
C -1.92086 -5.26367 -2.94016
C -1.92705 -4.63833 -1.70327
C -0.77687 -4.01809 -1.23693
C 0.39345 -4.08493 -1.98599
C 0.40281 -4.71897 -3.21230
S -0.75347 -3.09079 0.27414
O -1.61544 -3.72969 1.23313
O 0.66461 -2.99184 0.60903
N -1.12476 -1.56216 -0.05337
C -2.35929 -1.21625 -0.47646
N -3.33337 -2.13787 -0.65154
C -4.52401 -1.69927 -1.01401
C -4.81946 -0.35962 -1.21312
C -3.74814 0.50598 -1.04359
N -2.53912 0.11095 -0.70080
H -1.66393 -5.85128 -5.43690
H -0.06779 -5.45773 -5.60470
H -2.82716 -5.72692 -3.31642
H -2.82363 -4.60163 -1.10223
H 1.30572 -3.63911 -1.61173
H 1.31387 -4.73884 -3.79992
H -5.28819 -2.46134 -1.15354
H -5.80559 -0.01761 -1.49232
H -3.86707 1.57851 -1.19901
Br 1.56839 -3.40173 -7.32163
C 2.07145 -2.64569 -5.65296
C 3.37281 -2.72366 -5.20012
Br 4.72353 -3.49021 -6.29351
C 3.69637 -2.24606 -3.92254
Br 5.45317 -2.37222 -3.22534
C 2.73906 -1.69883 -3.04878
O 2.98331 -1.37268 -1.83953
C 1.38301 -1.54358 -3.56240
O 0.47968 -1.02567 -2.76270
C 1.09976 -2.04227 -4.82763
Br -0.72241 -2.01811 -5.36214
C -2.29658 0.69943 -3.89390
C -1.51083 1.82182 -3.30826
C -1.96062 3.11715 -3.23679
C -1.04226 4.08897 -2.81065
N 0.17441 3.80639 -2.40170
C 0.55864 2.50421 -2.32326
S 1.96493 2.03016 -1.55207
N -0.26838 1.55335 -2.88367
C -1.42432 5.54176 -2.78453
H -3.36453 0.88946 -3.80526
H -2.03384 -0.24467 -3.42088
H -2.04277 0.60730 -4.95202
H -2.96101 3.37535 -3.55254
H 0.06327 0.54554 -2.90634
H -2.34087 5.73268 -3.34205
H -0.61021 6.14049 -3.19055
H -1.57114 5.85070 -1.74769
*
```

Atom charges from the Mulliken analysis, given in e for atoms 1 to 5: Ca 1.3029; C -1.6536; Si 0.2427; C -0.9481; N 1.0870



2.
A molecular structure, C41H41Cl5F9N3NaO2P. Source: the OMol25 dataset; level of theory: ωB97M-V/def2-TZVPD.

Values from the calculation:
Lowest unoccupied orbital energy   3.728 eV
Kohn-Sham gap   0.2069 hartree

The geometry in ORCA input format:
```
! wB97M-V def2-TZVPD RIJCOSX def2/J DEFGRID3
* xyz -2 1
Na 0.00400 -0.28929 -0.83686
N 2.97554 -2.18758 -0.54150
C 3.90075 -1.58371 0.24218
C 5.19152 -2.05876 0.37563
C 6.13228 -1.39675 1.18099
C 5.81667 -0.26050 1.87011
C 4.50399 0.26325 1.75822
C 4.09007 1.43065 2.44253
C 2.81745 1.89012 2.29012
C 1.93535 1.18248 1.44316
N 2.27993 0.09822 0.79837
C 3.54633 -0.37413 0.94330
H 2.00290 -2.00787 -0.35736
H 3.15411 -3.11763 -0.87835
H 5.47501 -2.96813 -0.13987
H 7.12948 -1.81551 1.25920
H 6.53780 0.24422 2.50091
H 4.79952 1.94627 3.08101
H 2.46846 2.78145 2.79505
H 0.92439 1.53790 1.27194
C -1.56376 0.53307 5.02646
C -0.61609 0.41026 3.83039
C 0.59821 -0.41926 4.24624
P -1.18336 -0.03096 2.09542
C -2.30049 -1.54356 2.09345
C -3.54260 -1.34632 1.23291
C -2.67113 -2.14767 3.44435
C -2.24443 1.38810 1.67520
C -3.37108 1.70533 2.43370
C -4.15354 2.83306 2.24569
C -5.36275 3.11502 3.09129
C -3.73386 3.70045 1.23289
C -2.65329 3.41795 0.43427
C -1.88795 2.21247 0.55601
N -0.89323 1.89157 -0.29970
C -0.85132 2.64768 -1.48352
C 0.22758 3.49481 -1.76620
C 1.36178 3.62009 -0.79370
C 0.24736 4.22306 -2.95321
C -0.76566 4.12745 -3.89241
C -0.71636 4.90379 -5.17962
C -1.81129 3.24956 -3.62418
C -1.86461 2.50634 -2.45806
C -2.96159 1.50122 -2.25846
H -1.02684 1.00679 5.85628
H -1.89425 -0.44322 5.37892
H -2.43730 1.14506 4.81798
H -0.25753 1.42840 3.61910
H 0.29748 -1.41224 4.58939
H 1.11628 0.06699 5.07895
H 1.30872 -0.55501 3.43280
H -1.67610 -2.28018 1.57724
H -4.26407 -0.68376 1.71314
H -4.01813 -2.31692 1.06346
H -3.30120 -0.93448 0.25241
H -3.36229 -1.50521 3.99559
H -1.79788 -2.33255 4.07085
H -3.16856 -3.11040 3.28908
H -3.67126 1.00530 3.20781
H -5.57387 2.27321 3.75472
H -6.26069 3.28403 2.48888
H -5.23278 3.99961 3.72497
H -4.27729 4.62694 1.05937
H -2.38256 4.12101 -0.34323
H 1.00487 3.88326 0.20529
H 2.07372 4.37839 -1.12573
H 1.89945 2.67601 -0.69229
H 1.09595 4.87348 -3.14919
H 0.21782 5.46177 -5.26224
H -1.53782 5.62194 -5.25755
H -0.78080 4.24069 -6.04574
H -2.59210 3.10626 -4.36630
H -3.54399 1.38235 -3.17318
H -3.63817 1.78438 -1.44840
H -2.54971 0.52495 -1.99112
O -1.55354 -2.32843 -1.31164
H -0.94799 -2.95365 -0.85956
H -1.00003 -2.00420 -2.04786
F 3.25195 -1.20617 -3.71909
C 2.17858 -1.89196 -4.15217
F 2.44937 -2.26516 -5.43070
F 2.10739 -3.01206 -3.43408
C 0.87005 -1.03750 -4.00782
O 0.45280 -1.02775 -2.75222
C 1.18254 0.41463 -4.49929
F 1.94490 0.46492 -5.62261
F 0.04800 1.07606 -4.77614
F 1.82883 1.11090 -3.56386
C -0.21433 -1.65153 -4.95441
F -0.02519 -1.37029 -6.26892
F -1.43513 -1.20791 -4.63682
F -0.24535 -2.99131 -4.84538
Cl 1.13143 -3.01483 2.38993
C 1.22575 -4.40115 1.28689
C 0.62242 -4.29798 0.05392
C 0.75634 -5.41516 -0.74352
Cl -0.01928 -5.41292 -2.33638
C 1.45848 -6.55948 -0.37960
Cl 1.61905 -7.92418 -1.44509
C 2.05119 -6.60755 0.88004
Cl 2.93060 -8.01508 1.38148
C 1.93184 -5.51483 1.73466
Cl 2.65813 -5.58049 3.31102
*
```

Atom charges from the Mulliken analysis, given in e for atoms 1 to 5: Na 1.5650; N 0.6683; C -0.3595; C -0.7802; C -0.7050



3.
A molecular structure, C41H41FP2Sn. Source: the OMol25 dataset; level of theory: ωB97M-V/def2-TZVPD.

Values from the calculation:
Lowest unoccupied orbital energy (spin up / spin down)   0.022 / 0.102 eV
Kohn-Sham gap (spin up / spin down)   0.1693 / 0.1805 hartree

The geometry in ORCA input format:
```
! wB97M-V def2-TZVPD RIJCOSX def2/J DEFGRID3
* xyz 0 1
Sn 1.83127 -1.04892 -5.74754
C -2.18972 0.47513 0.64860
C -2.78324 0.24995 -0.53120
C -3.43826 1.26185 -1.42620
C -2.47251 2.25350 -2.10593
C -1.62341 3.10019 -1.20231
C -1.88584 3.44126 0.06404
C -2.98738 2.90848 0.92435
C -2.48956 1.60246 1.57663
C 3.85992 -0.98516 -4.97319
H -1.45082 -0.24426 1.03525
H -2.82714 -0.78274 -0.91648
H -4.25337 1.80194 -0.93281
H -3.94399 0.67857 -2.21421
H -1.78795 1.68645 -2.76957
H -3.10483 2.89643 -2.75310
H -0.70766 3.47616 -1.67951
H -1.22829 4.13818 0.59761
H -3.93373 2.75131 0.40022
H -3.16722 3.61678 1.74325
H -1.56130 1.82078 2.12879
H -3.20815 1.26874 2.34208
H 3.83000 -1.54506 -4.01986
H 4.27310 0.03381 -4.88116
H 4.36990 -1.56354 -5.75836
P -0.05419 -1.97363 -7.04540
P 2.17507 0.50945 -7.72972
C -0.49285 -0.35130 -7.73635
C 0.42294 0.52067 -8.20325
C -0.25534 -3.08790 -8.48104
C -1.31302 -2.78508 -9.35424
C -1.59830 -3.61618 -10.43646
C -0.82956 -4.76614 -10.64962
C 0.24836 -5.05951 -9.80047
C 0.55422 -4.21748 -8.72523
C -1.44776 -2.29666 -5.92980
C -1.89371 -1.34172 -5.00193
C -2.85400 -1.67948 -4.05189
C -3.39631 -2.97287 -4.02779
C -2.96629 -3.92612 -4.96467
C -2.00031 -3.58706 -5.91027
C 2.91866 0.70343 -9.41562
C 2.56213 -0.19421 -10.44881
C 2.82764 0.12899 -11.78511
C 3.49925 1.31495 -12.11161
C 3.93499 2.15910 -11.08400
C 3.67054 1.84460 -9.74608
C 2.39608 2.14487 -6.93972
C 3.54867 2.39706 -6.17295
C 3.68182 3.61601 -5.51074
C 2.67496 4.58321 -5.61222
C 1.52694 4.32296 -6.36603
C 1.38004 3.10181 -7.01707
H -1.56585 -0.18750 -7.85883
H 0.19084 1.25093 -8.98692
H -1.91598 -1.89001 -9.19046
H -2.42702 -3.36034 -11.09996
H -1.07671 -5.43295 -11.47830
H 0.84904 -5.95548 -9.97686
H 1.40123 -4.43281 -8.06765
H -1.47100 -0.33644 -4.97886
H -3.18198 -0.94127 -3.31269
H -4.14329 -3.24592 -3.27246
H -3.38294 -4.94123 -4.94094
H -1.65692 -4.33374 -6.62760
H 2.04026 -1.12425 -10.20161
H 2.49714 -0.53975 -12.58281
H 3.68150 1.58105 -13.15543
H 4.47232 3.08005 -11.31881
H 4.01439 2.50905 -8.94983
H 4.33315 1.64035 -6.09908
H 4.57546 3.81109 -4.91508
H 2.78164 5.53950 -5.10030
H 0.73532 5.06560 -6.44820
H 0.47555 2.89167 -7.58406
F 0.67359 -0.64300 0.52180
C 0.85774 -0.73876 -0.84672
C 1.14368 0.42325 -1.55803
C 1.25735 0.32211 -2.96159
C 1.10485 -0.90846 -3.60497
C 0.86289 -2.06024 -2.84929
C 0.73997 -1.98454 -1.44496
H 1.29177 1.37034 -1.03921
H 1.51536 1.21382 -3.54946
H 0.79863 -3.03763 -3.33182
H 0.57154 -2.87820 -0.83970
*
```

Atom charges from the Mulliken analysis, given in e for atoms 1 to 5: Sn 0.6791; C -0.3936; C -0.1098; C -1.1949; C 0.2752